1.
Formula: C12H36F8K3N4O32P4S8
Source: the OMol25 dataset
Level of theory: ωB97M-V with the def2-TZVPD basis set

Cartesian coordinates (Å):
K -0.667 -2.235 -4.104
K -3.078 -1.734 2.237
K 0.230 -0.475 3.594
S 1.749 3.107 2.481
S 2.869 -3.782 3.322
S -1.138 7.622 -2.193
S 0.384 -1.362 -0.029
S -0.996 0.542 -0.150
S 3.514 -2.739 5.491
S 3.993 4.147 2.436
S -1.757 5.345 -1.359
P -4.968 2.147 2.424
P 3.023 -5.776 -0.935
P -5.746 0.857 -4.770
P 6.414 0.528 -0.890
F 1.958 -5.101 3.146
F -2.079 1.353 0.733
F 4.593 -3.221 6.582
F -0.332 8.866 -1.597
F 0.384 3.431 1.728
F -0.993 4.059 -0.790
F 4.700 5.364 1.662
F 0.046 -2.869 0.497
O -4.558 -0.027 -5.395
O 0.270 -1.596 -1.445
O 1.536 -6.269 -1.307
O 3.942 4.579 3.805
O 5.144 1.465 -1.074
O 3.617 -6.561 0.151
O 3.951 -4.038 2.428
O -3.576 2.290 3.099
O -2.042 4.961 -2.723
O 1.364 3.438 3.825
O 2.447 -2.329 6.377
O -5.518 3.365 1.836
O -0.768 7.571 -3.573
O 1.636 -1.139 0.593
O -6.778 1.238 -5.728
O -4.823 0.902 1.435
O 4.265 -1.780 4.739
O 4.846 3.065 2.035
O -2.880 5.478 -0.491
O -5.875 1.580 3.634
O -2.462 8.036 -1.829
O 5.912 -0.752 -0.033
O 7.341 1.337 0.083
O -6.260 -0.185 -3.639
O 3.782 -5.923 -2.330
O -5.061 2.050 -4.001
O 0.149 1.382 -0.235
O -1.832 0.248 -1.281
O 2.851 -4.209 -0.814
O 1.969 -2.696 3.037
O 1.988 1.696 2.270
O 7.130 0.146 -2.113
N 2.610 4.196 1.674
N -0.585 6.422 -1.186
N 3.308 -4.149 4.847
N -0.921 -0.685 0.881
C -4.698 -1.411 -5.627
C 3.661 -7.169 -3.045
C 3.925 -3.299 -0.507
C 8.442 0.850 0.838
C 5.268 -0.482 1.210
C -3.907 1.820 -3.181
C 3.899 0.904 -1.440
C -7.175 1.134 3.318
C -7.578 0.014 -3.099
C -5.740 0.563 0.404
C 0.539 -6.177 -0.293
C -3.144 3.345 3.969
H -5.664 -1.859 -5.401
H 3.908 -0.122 -1.819
H 3.637 -2.722 0.368
H -7.639 1.760 2.549
H 3.364 1.609 -2.072
H 4.368 -7.241 -3.865
H 0.456 -7.140 0.218
H 8.290 1.069 1.893
H -6.453 -0.153 0.808
H -4.176 1.990 -2.140
H 4.184 -0.422 1.127
H -7.996 0.980 -3.391
H 3.858 -7.947 -2.306
H 9.290 1.458 0.519
H 8.630 -0.202 0.635
H -3.327 0.936 -3.429
H 0.760 -5.469 0.507
H -0.407 -5.948 -0.779
H -7.866 1.201 4.158
H 4.186 -2.753 -1.408
H 3.252 0.802 -0.558
H 2.647 -7.222 -3.442
H -4.405 -1.611 -6.656
H -6.257 1.446 0.023
H 4.810 -3.811 -0.119
H -3.965 3.878 4.440
H -7.480 -0.089 -2.027
H 5.540 0.487 1.647
H -5.200 0.203 -0.472
H 5.585 -1.176 1.988
H -7.200 0.094 2.983
H -4.020 -1.983 -4.972
H -2.628 2.829 4.788
H -3.179 2.626 -3.334
H -2.350 3.920 3.500
H -8.262 -0.689 -3.575

Properties
Energy above the lowest of the compared OMol25 structures with the same formula, charge and spin, kJ/mol: 0.00
Net charge: -1
Orbital gap, eV: 5.024
Molar mass, Da: 1398.1


2.
Formula: C12H36FInO6S6
Source: the OMol25 dataset
Level of theory: ωB97M-V with the def2-TZVPD basis set

Cartesian coordinates (Å):
In -0.589 -0.480 0.054
S -1.740 3.575 0.946
S -2.293 -0.183 -3.361
S 2.895 -2.143 1.880
S -4.441 0.632 1.677
S 2.480 -1.988 -2.201
S 2.775 1.697 0.964
F -1.436 -2.433 2.140
O 1.816 -0.796 -1.567
O -3.095 0.579 0.991
O 1.294 1.642 0.651
O -1.330 2.384 0.047
O -1.699 -1.158 -2.353
O 1.746 -1.631 1.080
C 3.186 3.535 1.110
C 3.192 1.202 2.695
C 3.829 -3.432 0.881
C 4.104 -1.432 -2.898
C 2.088 -3.191 3.159
C -4.191 -0.565 2.992
C -5.577 -0.300 0.622
C -1.785 -1.021 -4.948
C 1.625 -2.134 -3.800
C -0.677 5.086 0.649
C -1.125 3.333 2.656
C -4.089 -0.573 -3.361
H 1.908 -3.036 -4.342
H 3.455 3.996 0.160
H -2.608 -0.904 -5.653
H -0.867 -0.593 -5.351
H -0.884 5.976 1.244
H 3.299 -4.347 0.620
H 4.145 3.742 1.585
H -1.712 -2.102 -4.837
H 2.794 -3.871 3.635
H 4.877 -1.372 -2.132
H 4.797 -3.763 1.257
H -5.098 -1.252 0.392
H -4.182 -1.651 -3.499
H -5.030 -0.663 3.681
H 3.997 -0.420 -3.287
H 4.023 -2.855 -0.024
H -4.588 -0.065 -4.186
H 4.278 1.194 2.793
H -1.535 2.493 3.217
H -0.068 3.074 2.594
H 1.298 -3.782 2.697
H 1.788 -1.192 -4.325
H 0.579 -2.139 -3.494
H -0.538 5.378 -0.392
H -6.537 -0.426 1.122
H 2.487 4.083 1.742
H 1.599 -2.616 3.946
H 0.347 4.772 0.848
H 2.743 0.212 2.772
H -5.844 0.155 -0.332
H 4.323 -2.159 -3.681
H -3.996 -1.585 2.663
H -4.534 -0.284 -2.409
H -1.176 4.250 3.243
H 2.788 1.835 3.485
H -3.293 -0.281 3.541

Properties
Energy above the lowest of the compared OMol25 structures with the same formula, charge and spin, kJ/mol: 219.38
Net charge: +2
Orbital gap, eV: 4.275
Molar mass, Da: 602.6


3.
Formula: C12H36FO6
Source: the OMol25 dataset
Level of theory: ωB97M-V with the def2-TZVPD basis set

Cartesian coordinates (Å):
F 0.044 -0.201 0.253
O 2.598 -0.720 -0.299
O -2.410 0.766 0.681
O 0.231 -0.807 2.724
O 0.798 2.263 0.544
O -1.134 -2.610 -0.466
O -0.312 0.116 -2.436
C -3.081 -3.898 -0.581
C 0.997 4.304 -0.658
C 0.776 0.239 3.400
C 0.400 -0.348 -4.526
C 1.109 2.822 -0.825
C -3.865 2.765 0.667
C 3.964 -2.585 -0.279
C -2.261 -2.819 0.224
C -2.618 2.062 0.029
C 0.886 -0.130 -3.112
C 1.140 -0.147 4.988
C 2.748 -1.940 0.325
H -0.250 0.338 -4.712
H 1.581 0.654 5.357
H 2.096 2.408 -1.052
H 0.013 1.052 3.450
H 1.861 0.548 2.884
H -2.928 1.909 -1.045
H -2.227 -3.331 1.357
H 1.850 4.571 -0.110
H 1.926 -2.517 0.140
H -0.893 -1.688 -0.239
H 0.201 -0.490 1.791
H 0.862 4.858 -1.691
H -0.269 -0.045 -1.341
H 0.324 -0.466 5.556
H 1.787 -0.322 -0.072
H 1.222 -0.450 -5.125
H 0.220 4.795 -0.233
H -1.622 0.397 0.401
H 1.292 -0.833 -2.701
H -2.922 -1.843 0.173
H -3.270 -3.630 -1.676
H -3.590 2.958 1.607
H 4.976 -2.037 -0.088
H 2.760 -1.909 1.328
H 3.994 -2.686 -1.360
H 3.909 -3.746 0.115
H -2.391 -4.802 -0.303
H 0.380 1.386 0.446
H -4.067 3.594 0.023
H -1.768 2.886 0.144
H -0.194 -1.181 -4.525
H 2.004 -0.881 4.825
H -3.874 -4.091 -0.052
H 1.557 0.760 -3.053
H -4.858 2.252 0.505
H 0.309 2.452 -1.382

Properties
Energy above the lowest of the compared OMol25 structures with the same formula, charge and spin, kJ/mol: 655.84
Net charge: -1
Orbital gap, eV: 9.618
Molar mass, Da: 295.4


Q: Look up the net charge of the third one.
A: -1